19
Properties=species:S:1:pos:R:3 method="wB97M-V/def2-TZVPD" spin_multiplicity=1 relative_energy_kcal_mol=19.9 gap_ev=8.277 total_charge=-1 total_energy_ha=-401.98396
C 0.60 0.11 -0.55
O -0.50 0.47 0.18
C 1.43 -0.88 0.32
C 1.80 -0.26 1.68
N 0.68 -2.11 0.58
H 1.27 1.00 -0.79
H 0.33 -0.44 -1.46
H 2.45 -1.11 -0.03
H 1.39 0.72 1.86
H 1.82 -0.84 2.59
H 2.89 0.06 1.67
H 0.50 -2.37 1.54
H -0.17 -2.21 0.05
H -2.98 0.16 -1.30
H -1.58 -0.13 -0.73
O -2.43 -0.61 -1.17
H -1.64 3.22 -0.41
H -0.78 1.98 -0.35
O -0.92 2.81 -0.92